[1]
ORCA calculation (the ωB97M-V functional and the def2-TZVPD basis) on a structure of composition C35H26F2N6O8Ti at a distorted geometry.

Geometry as XYZ:
```
78
Properties=species:S:1:pos:R:3:forces:R:3:mulliken_charge:R:1
Ti 1.08096 -0.55516 -0.25768 -0.013 0.087 -0.532 -0.225
O -2.92761 -0.35410 -0.93994 -0.061 -0.035 -0.041 -0.723
C -1.74091 -0.34166 -1.17545 0.058 0.162 0.106 0.247
O -0.84282 -0.78023 -0.32431 -0.007 0.036 0.100 -0.123
C -1.23061 0.25544 -2.46852 -0.044 0.006 -0.113 0.858
C -2.18007 0.50278 -3.45016 0.020 -0.027 0.081 -0.672
C -1.81200 1.08654 -4.64374 -0.052 0.204 0.049 -0.643
C -0.50794 1.45410 -4.90792 0.023 -0.016 0.053 -0.478
C 0.43219 1.19231 -3.93921 -0.023 -0.210 -0.324 -0.049
C 0.11127 0.60953 -2.70355 0.137 0.036 0.087 0.645
O 1.06445 0.47579 -1.78792 -0.247 -0.099 -0.016 -0.459
N 1.82755 1.53948 -4.23581 0.118 0.420 1.053 0.890
O 2.03307 2.63850 -4.70559 -0.046 -0.093 -0.398 -0.588
O 2.68877 0.75842 -3.88349 -0.027 -0.168 -0.400 -0.526
N -2.83516 1.33934 -5.66748 0.154 -0.666 -0.244 1.027
O -3.96739 0.98135 -5.42501 -0.115 0.229 0.078 -0.608
O -2.45873 1.80641 -6.72274 -0.064 0.262 0.025 -0.628
H -3.21075 0.24040 -3.25841 0.010 0.009 -0.010 0.691
H -0.23342 1.92592 -5.84000 -0.006 -0.007 0.006 0.625
F 6.40886 -0.52287 -1.52648 -0.015 0.001 0.018 -0.350
C 5.46721 -0.77754 -0.60632 0.020 -0.022 -0.013 0.300
C 4.13490 -0.59725 -0.93004 0.042 0.017 -0.011 -0.541
C 3.16499 -0.86291 0.02795 -0.036 0.201 0.303 0.443
C 3.54661 -1.29587 1.31512 -0.040 -0.041 0.000 0.069
C 4.90274 -1.46705 1.57674 0.003 0.013 0.033 0.852
F 5.32601 -1.88402 2.79071 -0.026 0.005 -0.012 -0.351
C 5.87992 -1.21438 0.63784 -0.030 0.000 -0.007 -0.998
C 2.45525 -1.53949 2.28281 -0.001 -0.002 -0.065 0.136
C 2.58709 -2.04656 3.57607 0.017 0.050 -0.041 -1.009
C 1.45935 -2.22077 4.35578 -0.019 -0.008 -0.001 -0.652
C 0.20498 -1.90073 3.85214 0.022 -0.017 0.010 -0.936
C 0.13572 -1.41552 2.56503 0.026 -0.023 0.045 -0.403
N 1.22540 -1.23552 1.81051 -0.040 -0.177 -0.032 1.084
H 3.87875 -0.25523 -1.92608 -0.008 0.008 0.001 0.557
H 6.92484 -1.35374 0.87150 0.012 -0.003 0.004 0.546
H 3.56049 -2.30157 3.95825 0.004 -0.002 0.004 0.605
H 1.56078 -2.61640 5.35794 -0.006 0.002 0.004 0.427
H -0.69588 -2.03853 4.43232 0.003 0.004 0.005 0.524
H -0.80956 -1.17424 2.09215 0.001 0.011 -0.005 0.565
C -5.31103 3.03924 1.32490 -0.006 -0.003 -0.006 -1.094
C -4.60773 3.05320 2.67262 -0.003 0.002 0.024 -0.849
N -3.21877 2.59607 2.57753 0.011 0.017 0.002 0.273
C -2.89335 1.32715 3.21993 -0.036 -0.039 -0.006 -0.975
C -3.51845 0.12866 2.51929 0.051 -0.006 -0.029 -0.721
C -2.32036 3.48895 2.09698 0.046 -0.010 0.100 0.249
O -2.60957 4.64550 1.83544 -0.023 0.044 -0.036 -0.650
C -0.91063 3.03322 1.83207 -0.004 0.045 0.005 0.357
C 0.14371 3.89829 2.09009 0.012 0.002 -0.046 -0.462
C 1.42945 3.51637 1.74267 -0.027 -0.033 0.000 -1.166
C 1.61528 2.28986 1.12886 -0.012 0.076 0.091 -0.516
N 0.59857 1.46386 0.86152 0.391 -0.107 -0.028 0.142
C -0.63334 1.83299 1.20453 -0.074 -0.062 -0.051 -0.885
H -6.34465 3.36664 1.43626 -0.019 0.008 0.004 0.396
H -5.31069 2.03893 0.89133 0.003 -0.013 -0.002 0.259
H -4.81313 3.71729 0.63380 0.007 0.007 -0.005 0.311
H -5.11297 2.39551 3.38147 0.004 0.005 -0.016 0.438
H -4.60986 4.06125 3.08855 -0.004 -0.005 -0.006 0.445
H -3.24387 1.37668 4.25604 -0.010 0.007 -0.005 0.398
H -1.81152 1.22323 3.27109 -0.002 0.003 0.026 0.509
H -4.60557 0.20545 2.50617 -0.022 0.006 0.006 0.463
H -3.26448 -0.79088 3.05055 0.001 -0.005 0.008 0.342
H -3.18621 0.03556 1.48245 -0.031 -0.021 0.047 0.039
H -0.06028 4.86224 2.53695 -0.005 0.003 0.008 0.537
H 2.27795 4.15833 1.93009 0.002 0.010 0.001 0.472
H 2.60528 1.95331 0.83774 -0.039 0.002 -0.011 0.527
H -1.42641 1.14245 0.94693 0.006 0.010 -0.006 0.807
N 1.30106 -7.21719 -3.66007 0.004 -0.062 -0.022 -0.558
C 1.27192 -6.19127 -3.14391 -0.004 0.074 0.013 -0.102
C 1.23459 -4.90690 -2.49749 -0.001 -0.004 0.010 0.546
C 1.73619 -3.78208 -3.14790 -0.003 0.005 0.005 -1.074
C 1.70684 -2.55147 -2.51170 0.021 0.041 -0.012 0.146
C 1.17191 -2.41153 -1.22948 0.013 -0.094 0.176 0.756
C 0.65645 -3.54977 -0.60444 -0.010 -0.029 -0.017 -0.144
C 0.69187 -4.79017 -1.21988 0.004 0.003 0.001 -0.979
H 2.14986 -3.87782 -4.14305 0.002 -0.007 -0.006 0.496
H 2.11344 -1.68933 -3.03089 -0.003 -0.013 0.007 0.284
H 0.20375 -3.48019 0.38022 0.016 0.002 -0.025 0.389
H 0.29546 -5.66659 -0.72433 -0.001 -0.005 -0.002 0.466
```
Positions in Å, forces in eV/Å.

Computed properties:
2S+1 = 1
LUMO = -1.422 eV
Energy above the lowest of the compared OMol25 structures with the same formula, charge and spin = 3.2 kcal per mole



[2]
ORCA calculation (the ωB97M-V functional and the def2-TZVPD basis) on the ion C18H21N2 with charge +1 at a distorted geometry.

Geometry as XYZ:
```
41
Properties=species:S:1:pos:R:3:forces:R:3:nbo_charge:R:1
C 2.24286 2.27170 0.47981 0.323 0.559 -0.265 -0.424
N 1.18992 1.29907 0.85478 -2.075 -0.955 1.321 -0.551
C 1.02662 -0.34899 0.72238 0.520 -1.364 -0.321 -0.011
C 1.09846 -0.67485 -0.75506 0.688 -0.214 0.434 -0.041
C 0.08952 -1.23462 -1.54786 -0.410 0.346 -0.218 -0.206
C 0.12122 -1.01640 -2.93055 -0.040 0.111 0.482 -0.200
C 1.16354 -0.29291 -3.50585 0.227 -0.297 -0.161 0.009
C 1.11288 0.08900 -4.95169 0.029 0.048 -0.444 -0.638
C 2.29001 -0.00725 -2.73286 -0.103 0.123 -0.005 -0.208
C 2.27149 -0.25700 -1.37011 0.173 0.669 -0.423 -0.217
C -0.22902 -0.80397 1.40931 0.649 -0.010 0.159 -0.222
C -0.35349 -1.43705 2.65482 -0.135 1.965 -0.308 0.266
C 0.64683 -2.11944 3.50153 0.462 -0.150 0.055 -0.667
N -1.60074 -1.15068 3.13168 -0.678 -0.542 -0.343 -0.528
C -2.36750 -0.49420 2.16910 1.137 0.355 -0.300 0.201
C -3.57169 0.17064 2.31393 -0.604 0.020 -0.562 -0.239
C -4.00930 0.96562 1.24295 0.316 -0.413 0.371 -0.204
C -3.20327 1.13717 0.10145 0.447 -0.248 -0.247 -0.208
C -1.94746 0.52133 -0.01575 -0.652 0.223 0.156 -0.251
C -1.53092 -0.32743 1.02549 -0.224 1.109 0.926 -0.107
H 2.14575 3.12185 1.17003 0.085 -0.337 -0.125 0.235
H 3.27116 1.90233 0.51560 -0.415 -0.218 0.038 0.238
H 1.99566 2.65412 -0.50896 0.333 -0.219 -0.066 0.237
H 0.32641 1.60152 0.39886 -0.097 0.146 0.144 0.435
H 0.99117 1.37896 1.86282 0.070 0.180 -0.406 0.426
H 1.92326 -0.62298 1.29554 -0.195 -0.372 -0.375 0.226
H -0.77538 -1.75724 -1.12659 0.383 0.378 0.042 0.242
H -0.72661 -1.30456 -3.55653 0.288 -0.134 0.260 0.229
H 2.03339 0.59542 -5.25108 -0.111 -0.070 -0.018 0.222
H 0.99035 -0.79754 -5.58760 0.025 0.199 0.127 0.236
H 0.27590 0.76437 -5.17212 0.130 -0.163 0.127 0.231
H 3.13614 0.51008 -3.17954 -0.026 -0.313 -0.005 0.224
H 3.14900 -0.01460 -0.76459 -0.293 0.020 -0.177 0.207
H 1.51291 -2.34999 2.87481 -0.050 -0.162 0.292 0.235
H 0.98698 -1.50164 4.34773 -0.189 -0.135 -0.243 0.238
H 0.23529 -3.05240 3.90823 0.195 0.170 -0.136 0.250
H -1.93154 -1.35873 4.06589 0.102 -0.234 -0.323 0.425
H -4.14448 0.02775 3.22781 -0.085 0.228 -0.234 0.228
H -4.97642 1.46340 1.29525 0.271 -0.111 0.027 0.233
H -3.55805 1.76128 -0.72252 0.073 -0.163 0.343 0.227
H -1.30086 0.68888 -0.89052 -0.544 -0.024 0.399 0.221
```
Positions in Å, forces in eV/Å.

Computed properties:
2S+1 = 1
LUMO = -2.691 eV
Energy above the lowest of the compared OMol25 structures with the same formula, charge and spin = 12.4 kcal per mole
Structure (SMILES) = C[NH2+][C@H](c1ccc(C)cc1)c1c(C)[nH]c2ccccc12
Charge = +1



Total energy readings, ordered: -3328.9509 -807.7710 Ha